No. 1
# C5H12O2

A single C5H12O2 molecule in a non-equilibrium geometry (ωB97M-V/def2-TZVPD, the Open Molecules 2025 dataset).

Structure (XYZ):
```
19
Properties=species:S:1:pos:R:3
C 1.791 1.848 -0.553
O 2.814 0.874 -0.924
C 0.348 1.218 -0.817
C -0.009 0.076 0.185
C -1.357 -0.614 0.098
C -1.730 -1.766 0.961
O -0.864 -2.869 0.966
H 2.084 2.787 -1.029
H 2.062 2.008 0.601
H 2.431 0.543 -1.720
H -0.211 2.037 -0.549
H 0.181 1.068 -1.811
H 0.807 -0.747 0.217
H -0.017 0.678 1.162
H -1.435 -1.198 -0.853
H -2.161 0.110 -0.025
H -1.964 -1.338 2.012
H -2.764 -2.062 0.652
H -0.007 -2.652 1.428
```

Computed properties:
SMILES   OCCCCCO
Relative energy (zero: lowest compared OMol25 entry of this formula, charge and spin)   56.4 kcal per mole
Multiplicity   1
Gap between HOMO and LUMO   11.103 eV
E   -348.11487 a.u.

Results of the Löwdin charge analysis, in e, for atoms 1 through 5: -0.21 -0.11 -0.17 -0.19 -0.25

No. 2
# C2HClNO2

2 unconnected molecules or ions with the total composition C2HClNO2 in a non-equilibrium geometry (ωB97M-V/def2-TZVPD, the Open Molecules 2025 dataset).

Structure (XYZ):
```
7
Properties=species:S:1:pos:R:3
C 0.208 0.954 0.055
C 0.979 -0.178 -0.062
N -0.272 1.962 -0.141
O 0.365 -1.222 0.200
O 2.156 -0.185 -0.256
Cl -2.394 -0.719 0.096
H -1.040 -0.613 0.108
```

Computed properties:
Relative energy (zero: lowest compared OMol25 entry of this formula, charge and spin)   24.3 kcal per mole
Multiplicity   1
Net charge   -1
Gap between HOMO and LUMO   9.566 eV
E   -742.30270 a.u.

Results of the Löwdin charge analysis, in e, for atoms 1 through 5: -0.23 -0.83 0.18 -0.06 0.06

No. 3
# C2HBN2

2 unconnected molecules or ions with the total composition C2HBN2 in a non-equilibrium geometry (ωB97M-V/def2-TZVPD, the Open Molecules 2025 dataset).

Structure (XYZ):
```
6
Properties=species:S:1:pos:R:3
B -0.872 0.772 0.133
C 3.141 -0.488 0.106
C -1.556 -0.541 0.072
N 2.138 0.059 0.090
N -1.958 -1.631 0.082
H -0.893 1.830 -0.484
```

Computed properties:
Relative energy (zero: lowest compared OMol25 entry of this formula, charge and spin)   47.2 kcal per mole
Multiplicity   1
Gap between HOMO and LUMO (alpha / beta)   9.796 / 4.393 eV
E   -210.92679 a.u.

Results of the Löwdin charge analysis, in e, for atoms 1 through 5: 0.20 -0.14 -0.20 -0.07 0.18

No. 4
# C4H5NO

A single C4H5NO molecule (ωB97M-V/def2-TZVPD, the Open Molecules 2025 dataset).

Structure (XYZ):
```
11
Properties=species:S:1:pos:R:3
C -1.726 -0.641 -0.088
C -0.392 -0.007 -0.032
C -0.043 1.253 0.337
N 1.362 1.141 0.248
C 1.774 -0.057 -0.154
O 0.727 -0.808 -0.352
H -1.807 -1.494 0.594
H -2.440 0.124 0.228
H -1.976 -0.962 -1.101
H 1.885 1.895 0.656
H 2.752 -0.484 -0.353
```

Computed properties:
Relative energy (zero: lowest compared OMol25 entry of this formula, charge and spin)   57.8 kcal per mole
Multiplicity   1
Gap between HOMO and LUMO   9.046 eV
E   -285.32250 a.u.

Results of the Löwdin charge analysis, in e, for atoms 1 through 5: -0.05 -0.37 -0.05 0.03 -0.14

No. 5
# C6H6

A single C6H6 molecule in a non-equilibrium geometry (ωB97M-V/def2-TZVPD, the Open Molecules 2025 dataset).

Structure (XYZ):
```
12
Properties=species:S:1:pos:R:3
C -0.384 -1.012 -0.866
C 0.745 -1.168 -0.070
C 1.230 -0.056 0.629
C 0.403 1.049 0.820
C -0.854 1.094 0.231
C -1.137 0.148 -0.760
H -0.561 -1.691 -1.695
H 1.405 -2.014 -0.226
H 2.053 -0.241 1.304
H 0.851 1.913 1.300
H -1.673 1.689 0.615
H -2.078 0.289 -1.282
```

Computed properties:
SMILES   c1ccccc1
Relative energy (zero: lowest compared OMol25 entry of this formula, charge and spin)   15.5 kcal per mole
Multiplicity   1
Gap between HOMO and LUMO   10.326 eV
E   -232.20163 a.u.

Results of the Löwdin charge analysis, in e, for atoms 1 through 5: -0.11 -0.10 -0.10 -0.10 -0.10

No. 6
# C2H8NO

A molecular structure, C2H8NO in a non-equilibrium geometry (ωB97M-V/def2-TZVPD, the Open Molecules 2025 dataset).

Structure (XYZ):
```
12
Properties=species:S:1:pos:R:3
O -0.088 -2.195 2.140
H 0.758 -2.055 2.542
C 0.222 1.375 -1.136
C -0.648 0.251 -0.418
N 0.124 -0.835 0.038
H 0.902 1.788 -0.369
H -0.449 2.214 -1.383
H 0.799 1.075 -2.010
H -1.198 -0.098 -1.314
H -1.282 0.698 0.379
H -0.148 -1.656 1.072
H 1.008 -0.562 0.460
```

Computed properties:
Relative energy (zero: lowest compared OMol25 entry of this formula, charge and spin)   19.3 kcal per mole
Multiplicity   1
Net charge   -1
Gap between HOMO and LUMO   6.751 eV
E   -210.95355 a.u.

Results of the Löwdin charge analysis, in e, for atoms 1 through 5: -0.35 -0.09 -0.16 -0.47 -0.17

No. 7
# C21H25NO4

2 unconnected molecules or ions with the total composition C21H25NO4 in a non-equilibrium geometry (ωB97M-V/def2-TZVPD, the Open Molecules 2025 dataset).

Structure (XYZ):
```
51
Properties=species:S:1:pos:R:3
C 3.585 -1.722 2.254
C 2.147 -1.417 2.108
C 1.518 -0.227 2.520
C 0.292 -0.264 3.287
C -0.215 -1.548 3.867
C -0.356 0.926 3.582
C 0.164 2.170 3.195
C -0.578 3.435 3.493
C 1.398 2.209 2.542
C 2.089 1.058 2.210
C 3.415 1.194 1.537
H 3.696 -2.809 2.388
H 4.146 -1.467 1.336
H 4.069 -1.218 3.114
H 1.502 -2.249 1.799
H -1.129 -1.365 4.442
H -0.443 -2.296 3.101
H 0.516 -1.992 4.557
H -1.290 0.902 4.157
H -0.035 4.290 3.080
H -1.592 3.434 3.070
H -0.672 3.571 4.578
H 1.834 3.180 2.295
H 3.558 2.238 1.229
H 4.252 0.934 2.203
H 3.494 0.576 0.635
C 6.711 -3.594 -0.801
C 5.258 -4.001 -0.803
O 4.425 -2.837 -0.697
C 3.100 -3.189 -0.596
C 2.229 -2.033 -0.542
C 0.932 -2.097 -1.065
C 0.173 -3.321 -1.143
C -1.101 -3.353 -1.677
C -1.688 -2.169 -2.184
N -3.015 -2.163 -2.697
O -3.492 -1.059 -3.061
O -3.656 -3.238 -2.766
C -0.978 -0.944 -2.117
C 0.275 -0.897 -1.540
O 2.794 -4.386 -0.565
H 7.319 -4.492 -0.941
H 6.942 -2.891 -1.605
H 7.000 -3.147 0.155
H 5.009 -4.535 -1.733
H 5.061 -4.661 0.053
H 2.701 -1.060 -0.486
H 0.633 -4.229 -0.758
H -1.693 -4.266 -1.719
H -1.458 -0.045 -2.511
H 0.797 0.064 -1.437
```

Computed properties:
Relative energy (zero: lowest compared OMol25 entry of this formula, charge and spin)   151.8 kcal per mole
Multiplicity   1
Gap between HOMO and LUMO   4.963 eV
E   -1170.74931 a.u.

Results of the Löwdin charge analysis, in e, for atoms 1 through 5: -0.08 -0.02 -0.13 -0.18 -0.04

No. 8
# C14H13Cl3N4O3

A single C14H13Cl3N4O3 molecule in a non-equilibrium geometry (ωB97M-V/def2-TZVPD, the Open Molecules 2025 dataset).

Structure (XYZ):
```
37
Properties=species:S:1:pos:R:3
C 0.692 0.530 -2.516
C 1.382 -0.108 -1.374
C 1.459 -1.451 -1.033
C 2.195 -1.472 0.171
N 2.540 -0.237 0.519
N 2.056 0.561 -0.407
C 2.239 1.987 -0.314
H 1.539 2.447 -1.011
H 3.261 2.238 -0.612
C 1.978 2.517 1.105
H 2.884 2.425 1.703
H 1.730 3.574 1.012
C 0.856 1.773 1.839
C -0.314 1.431 0.936
O -0.591 2.033 -0.076
N -1.020 0.347 1.382
C -2.019 -0.317 0.660
C -1.947 -1.708 0.523
C -2.872 -2.413 -0.222
C -3.900 -1.729 -0.849
C -4.027 -0.363 -0.689
C -3.106 0.338 0.078
Cl -3.372 2.014 0.362
H -4.848 0.171 -1.138
H -4.617 -2.270 -1.447
H -2.782 -3.484 -0.314
Cl -0.674 -2.565 1.331
H -0.597 -0.217 2.109
H 0.486 2.397 2.656
H 1.260 0.857 2.271
N 2.528 -2.578 0.991
O 2.407 -3.686 0.511
O 2.896 -2.345 2.123
Cl 0.766 -2.760 -1.875
H 1.391 1.088 -3.137
H 0.219 -0.240 -3.117
H -0.074 1.214 -2.149
```

Computed properties:
SMILES   Cc1c(Cl)c([N+](=O)[O-])nn1CCCC(=O)Nc1c(Cl)cccc1Cl
Multiplicity   1
Gap between HOMO and LUMO   9.150 eV
E   -2366.55059 a.u.

Results of the Löwdin charge analysis, in e, for atoms 1 through 5: -0.01 -0.26 -0.57 -0.27 0.18